DFT (wB97M-V/def2-TZVPD) results for the molecule C4H8O2 in a non-equilibrium geometry.

```
14
Properties=species:S:1:pos:R:3:nbo_charge:R:1
C 1.106 1.642 -2.045 -0.38
C 1.168 0.603 -1.226 -0.19
C -0.028 -0.233 -0.853 -0.11
O 0.151 -0.273 0.537 -0.28
O -0.865 -1.241 1.050 -0.30
C -1.154 -0.999 2.395 -0.26
H 0.170 1.980 -2.463 0.19
H 1.994 2.143 -2.392 0.20
H 2.112 0.254 -0.831 0.21
H -0.978 0.244 -1.123 0.18
H 0.058 -1.242 -1.283 0.19
H -0.267 -1.141 3.022 0.17
H -1.558 0.007 2.553 0.17
H -1.908 -1.744 2.657 0.20
```

Calculated values
Net charge: 0
SMILES string: C=CCOOC
Energy above the lowest of the compared OMol25 structures with the same formula, charge and spin, kJ/mol: 448.8
Maximum force, hartree/bohr: 0.0474

---

DFT (wB97M-V/def2-TZVPD) results for a structure of composition C41H32N2OP2RbSe4 in a non-equilibrium geometry.

```
83
Properties=species:S:1:pos:R:3:mulliken_charge:R:1
Rb 9.667 10.758 16.209 0.81
O 11.913 10.889 18.401 -0.62
C 10.936 11.618 18.610 0.32
C 10.933 12.464 19.895 0.06
C 11.917 12.399 20.893 -0.77
C 11.796 13.213 22.016 -0.63
C 10.763 14.168 22.105 -0.61
C 9.799 14.222 21.128 -0.51
C 9.835 13.300 20.033 0.06
P 8.620 13.219 18.589 0.17
C 7.616 14.622 19.280 -0.53
C 6.475 14.592 20.055 0.36
C 5.805 15.780 20.366 -0.88
C 6.299 17.006 19.962 -0.29
C 7.491 17.052 19.260 -0.81
C 8.087 15.866 18.928 0.08
C 7.626 11.790 19.168 0.19
C 7.926 10.770 20.094 -0.09
C 7.074 9.696 20.237 -0.59
C 5.975 9.544 19.363 -0.67
C 5.688 10.538 18.445 -0.80
C 6.469 11.677 18.380 -0.20
H 12.755 11.752 20.759 0.52
H 12.534 13.172 22.785 0.39
H 10.762 14.872 22.912 0.42
H 9.063 15.006 21.153 0.22
H 6.090 13.665 20.445 0.41
H 4.909 15.788 20.927 0.43
H 5.747 17.906 20.171 0.39
H 7.823 18.036 18.911 0.36
H 9.034 15.922 18.372 0.29
H 8.834 10.848 20.722 0.32
H 7.239 8.972 21.022 0.46
H 5.380 8.621 19.409 0.53
H 4.915 10.382 17.710 0.40
H 6.254 12.437 17.656 0.52
Se 11.673 11.311 13.589 -0.37
P 10.420 12.819 12.738 0.22
Se 8.574 13.386 13.742 -0.45
C 11.443 14.354 12.499 0.88
C 12.768 14.249 12.104 -0.52
C 13.547 15.364 11.914 -0.55
C 13.007 16.632 12.129 -0.46
C 11.667 16.719 12.486 -0.44
C 10.885 15.600 12.654 -0.42
C 10.045 12.436 10.987 0.61
C 9.023 12.999 10.276 -0.54
C 8.862 12.669 8.954 -0.60
C 9.687 11.751 8.293 -0.47
C 10.686 11.138 9.040 -0.67
C 10.835 11.475 10.377 -0.28
H 13.144 13.243 11.963 0.30
H 14.585 15.283 11.545 0.32
H 13.554 17.544 11.901 0.34
H 11.210 17.718 12.623 0.31
H 9.865 15.638 13.023 0.25
H 8.375 13.696 10.780 0.41
H 8.108 13.183 8.377 0.36
H 9.506 11.528 7.267 0.43
H 11.378 10.455 8.546 0.38
H 11.610 11.014 10.989 0.25
Se 7.868 6.151 15.320 -0.07
Se 6.857 7.281 16.988 0.04
C 8.339 7.259 18.288 0.12
C 8.132 6.625 19.525 -0.65
C 9.146 6.707 20.457 -0.25
C 10.310 7.388 20.108 -0.54
C 10.453 7.908 18.820 -0.39
N 9.466 7.850 17.937 0.04
C 8.085 7.367 13.820 0.19
C 8.184 6.837 12.511 -0.52
C 8.414 7.686 11.452 -0.61
C 8.498 9.068 11.752 -0.27
C 8.343 9.484 13.039 -0.29
N 8.124 8.640 14.069 -0.06
H 7.206 6.112 19.694 0.44
H 9.009 6.309 21.460 0.40
H 11.159 7.526 20.748 0.45
H 11.322 8.507 18.537 0.43
H 8.058 5.765 12.334 0.31
H 8.543 7.341 10.447 0.45
H 8.676 9.817 11.010 0.41
H 8.492 10.542 13.301 0.36
```

Calculated values
Net charge: -1
Energy above the lowest of the compared OMol25 structures with the same formula, charge and spin, kJ/mol: 0.0
Maximum force, hartree/bohr: 0.0442

---

DFT (wB97M-V/def2-TZVPD) results for the molecule C4H7NS in a non-equilibrium geometry.

```
13
Properties=species:S:1:pos:R:3:nbo_charge:R:1
C 1.751 0.958 0.147 -0.40
N 0.238 0.867 0.547 -0.57
C -0.014 -0.306 1.179 0.00
C -1.163 -0.910 0.919 -0.30
C -1.983 -0.179 -0.169 -0.57
S -0.928 1.176 -0.621 0.39
H 1.802 0.506 -0.781 0.20
H 2.053 2.067 0.307 0.22
H 2.240 0.269 0.875 0.20
H 0.828 -0.786 1.706 0.21
H -1.501 -1.677 1.487 0.21
H -2.054 -0.980 -0.993 0.22
H -2.864 0.281 0.098 0.22
```

Calculated values
Net charge: 0
SMILES string: CN1C=CCS1
Energy above the lowest of the compared OMol25 structures with the same formula, charge and spin, kJ/mol: 237.8
Maximum force, hartree/bohr: 0.0841

---

DFT (wB97M-V/def2-TZVPD) results for a cluster of 2 separate species, C7H11N in total in a non-equilibrium geometry.

```
19
Properties=species:S:1:pos:R:3:nbo_charge:R:1
C -0.799 -1.438 -2.921 -0.09
C -0.286 -0.477 -2.406 -0.14
C 0.251 0.657 -1.835 0.23
N 0.470 1.806 -1.753 -0.26
H -1.243 -2.335 -3.256 0.24
C -0.140 2.118 1.049 -0.66
C -0.539 0.703 1.116 -0.35
C 0.789 -0.398 0.583 -0.43
C 0.278 -1.824 0.681 -0.62
H 0.603 2.390 1.794 0.20
H 0.260 2.281 -0.031 0.25
H -0.987 2.803 1.051 0.21
H -0.700 0.317 2.118 0.20
H -1.370 0.457 0.458 0.19
H 1.535 -0.315 -0.205 0.21
H 1.447 -0.174 1.423 0.20
H 1.103 -2.534 0.614 0.21
H -0.441 -2.037 -0.107 0.20
H -0.231 -2.000 1.627 0.20
```

Calculated values
Net charge: 0
SMILES string: C#CC#N.CCCC
Energy above the lowest of the compared OMol25 structures with the same formula, charge and spin, kJ/mol: 453.0
Maximum force, hartree/bohr: 0.0787

---

DFT (wB97M-V/def2-TZVPD) results for a cluster of 8 separate species, C18H41BBr14O2P in total.

```
77
Properties=species:S:1:pos:R:3:mulliken_charge:R:1
C 1.623 -2.746 3.879 -1.20
C 3.102 -2.956 3.513 -0.19
C 3.418 -3.155 2.042 -0.65
O 2.607 -2.353 1.125 -0.27
P 2.624 -0.792 1.288 0.21
B 4.421 0.010 1.560 0.45
C 4.627 0.836 2.841 -0.70
O 5.354 -0.117 0.601 -0.54
H 1.213 -3.644 4.331 0.34
H 0.988 -2.504 3.032 0.32
H 1.554 -1.975 4.642 0.34
H 3.713 -2.158 3.938 0.26
H 3.449 -3.867 3.997 0.36
H 3.218 -4.183 1.762 0.44
H 4.477 -2.971 1.851 0.24
H 1.734 -0.388 2.279 0.17
H 2.080 -0.303 0.104 0.18
H 5.686 0.979 3.034 0.30
H 4.205 1.830 2.667 0.22
H 4.111 0.430 3.711 0.33
H 5.658 -0.991 0.347 0.35
Br -1.016 -2.842 -0.368 -0.16
C 0.308 -4.182 -0.852 -0.41
C 0.106 -5.485 -0.129 -0.53
Br 0.566 -5.328 1.758 -0.15
H 1.272 -3.739 -0.626 0.19
H 0.214 -4.331 -1.925 0.44
H 0.762 -6.246 -0.542 0.40
H -0.917 -5.840 -0.156 0.20
Br 3.096 3.163 0.474 -0.15
C 3.412 5.091 0.537 -0.59
C 4.873 5.392 0.707 -0.48
Br 5.479 5.001 2.513 -0.15
H 2.809 5.471 1.354 0.40
H 3.037 5.481 -0.406 0.25
H 5.052 6.452 0.546 0.33
H 5.495 4.808 0.037 0.40
Br -1.046 -8.836 0.600 -0.08
C -2.529 -9.407 -0.525 -0.37
C -2.410 -8.872 -1.925 -0.58
Br -2.816 -6.969 -2.030 -0.15
H -3.433 -9.076 -0.026 0.38
H -2.491 -10.493 -0.528 0.10
H -3.129 -9.362 -2.577 0.39
H -1.410 -8.996 -2.328 0.38
Br 0.026 6.168 -2.515 -0.10
C -0.327 6.851 -0.735 -0.73
C 0.147 8.270 -0.576 -0.06
Br 2.089 8.384 -0.483 -0.17
H 0.156 6.171 -0.039 0.40
H -1.405 6.807 -0.602 0.41
H -0.224 8.689 0.356 0.40
H -0.151 8.898 -1.409 -0.20
Br -2.993 8.777 -2.507 -0.06
C -2.491 10.600 -2.961 -0.70
C -1.739 10.655 -4.263 -0.55
Br 0.078 9.992 -4.062 -0.12
H -1.901 10.982 -2.134 0.39
H -3.424 11.155 -3.031 0.40
H -1.647 11.683 -4.604 0.35
H -2.209 10.053 -5.033 0.36
Br -1.652 -12.970 0.681 -0.13
C -1.220 -12.265 2.440 -0.38
C -2.362 -12.437 3.404 -0.58
Br -3.803 -11.184 3.034 -0.14
H -0.963 -11.221 2.298 0.12
H -0.345 -12.818 2.774 0.35
H -2.035 -12.226 4.419 0.35
H -2.794 -13.431 3.358 0.38
Br -6.743 9.063 -4.175 -0.13
C -7.272 7.244 -4.608 -0.57
C -6.475 6.219 -3.846 -0.58
Br -4.667 6.039 -4.538 -0.14
H -7.157 7.135 -5.681 0.37
H -8.325 7.174 -4.344 0.34
H -6.931 5.238 -3.952 0.35
H -6.383 6.469 -2.794 0.35
```

Calculated values
Net charge: +1
Energy above the lowest of the compared OMol25 structures with the same formula, charge and spin, kJ/mol: 16.4
Maximum force, hartree/bohr: 0.0147

---

DFT (wB97M-V/def2-TZVPD) results for a structure of composition C12H16BCl3CrF4N2O6PTe.

```
47
Properties=species:S:1:pos:R:3:nbo_charge:R:1
Cr 0.891 0.762 -0.497 1.25
C -2.127 -3.651 0.775 -0.64
C -2.245 -3.151 -0.647 -0.06
O -0.973 -3.160 -1.318 -0.84
P 0.007 -1.889 -1.205 2.02
O -0.824 -0.621 -1.135 -1.17
Te 1.572 -1.928 0.573 -0.51
O 0.838 -2.027 -2.546 -0.83
C 0.168 -2.183 -3.812 -0.06
C 0.316 -3.603 -4.305 -0.63
H -3.111 -3.651 1.248 0.20
H -1.458 -3.016 1.357 0.23
H -1.729 -4.666 0.799 0.21
H -2.655 -2.140 -0.685 0.20
H -2.885 -3.802 -1.243 0.18
H 0.646 -1.470 -4.482 0.20
H -0.881 -1.898 -3.714 0.19
H 1.368 -3.888 -4.330 0.21
H -0.091 -3.688 -5.315 0.20
H -0.214 -4.298 -3.653 0.22
Cl 3.514 2.436 -3.994 0.05
C 4.049 2.349 -2.321 -0.18
Cl 4.298 3.982 -1.696 0.04
Cl 5.599 1.446 -2.238 0.00
C 3.041 1.562 -1.432 0.70
O 2.999 1.831 -0.224 -0.68
O 2.330 0.689 -1.993 -0.70
F 0.660 3.070 -0.858 -0.58
B -0.559 3.023 -1.639 1.33
F -0.332 2.027 -2.602 -0.55
F -1.581 2.605 -0.769 -0.56
F -0.825 4.259 -2.192 -0.55
N -0.490 2.185 6.224 -0.82
C -1.443 1.861 5.306 0.66
O -2.616 1.735 5.589 -0.60
C -0.940 1.677 3.894 -0.10
C 0.164 2.361 3.409 -0.24
C 0.579 2.111 2.111 0.07
N -0.048 1.225 1.343 -0.48
C -1.129 0.587 1.789 0.10
C -1.617 0.797 3.067 -0.21
H -0.775 2.203 7.188 0.40
H 0.482 2.046 6.013 0.40
H 0.693 3.095 4.001 0.22
H 1.426 2.618 1.664 0.24
H -1.588 -0.092 1.084 0.23
H -2.500 0.281 3.416 0.24
```

Calculated values
Net charge: -1
2S+1: 5
Energy above the lowest of the compared OMol25 structures with the same formula, charge and spin, kJ/mol: 6.4
Maximum force, hartree/bohr: 0.0124
⟨S²⟩: 6.01

---

DFT (wB97M-V/def2-TZVPD) results for a cluster of 6 separate species, C30H43Cl3N6O13 in total in a non-equilibrium geometry.

```
95
Properties=species:S:1:pos:R:3:mulliken_charge:R:1
C 5.628 -2.319 0.068 -1.23
C 5.021 -0.948 -0.360 -0.45
C 3.574 -1.206 -0.872 -1.42
C 2.468 -0.798 0.120 2.04
C 2.660 -1.518 1.508 -1.72
C 1.064 -1.198 -0.349 0.04
C 0.881 -2.070 -1.386 -0.41
C -0.370 -2.509 -1.826 0.00
N -0.409 -3.406 -2.901 -0.29
C 0.392 -4.622 -2.721 -0.72
C 0.201 -5.336 -1.354 -0.86
C -1.489 -2.025 -1.172 0.57
C -1.330 -1.091 -0.127 0.75
C -0.089 -0.668 0.294 0.60
C 0.076 0.354 1.418 -1.05
C -0.454 1.743 0.896 -0.73
O -0.155 1.873 -0.483 -0.40
C 0.951 2.737 -0.738 -0.11
C 1.662 2.366 -2.051 -1.05
C -2.603 -0.591 0.509 0.10
O -2.619 -0.231 1.670 -0.39
C -3.887 -0.573 -0.345 -1.11
C -4.958 0.300 -0.173 1.02
Cl -5.019 1.504 1.089 -0.08
C -6.070 0.262 -0.984 -0.84
C -6.165 -0.621 -2.025 0.23
Cl -7.534 -0.676 -3.083 -0.20
C -5.106 -1.513 -2.222 0.07
Cl -5.246 -2.625 -3.564 -0.18
C -4.009 -1.501 -1.397 0.59
C -2.850 -2.480 -1.557 -0.34
O -3.091 -3.605 -1.966 -0.63
H 6.078 -2.832 -0.791 0.12
H 6.381 -2.197 0.861 0.39
H 4.860 -2.994 0.472 0.38
H 5.613 -0.562 -1.196 0.42
H 5.007 -0.285 0.514 0.16
H 3.369 -0.670 -1.815 0.47
H 3.521 -2.271 -1.139 0.37
H 2.551 0.282 0.305 -0.59
H 3.709 -1.740 1.723 0.59
H 2.254 -0.940 2.343 0.40
H 2.094 -2.459 1.462 0.30
H 1.758 -2.468 -1.888 0.28
H -1.353 -3.607 -3.199 0.38
H 0.209 -5.350 -3.517 0.51
H 1.450 -4.331 -2.786 0.21
H 0.431 -6.401 -1.506 0.41
H -0.843 -5.249 -1.032 0.22
H 0.902 -4.973 -0.594 0.19
H -0.494 0.078 2.307 0.43
H 1.126 0.522 1.656 0.08
H 0.016 2.529 1.509 0.49
H -1.538 1.816 1.049 0.32
H 0.530 3.751 -0.853 0.46
H 1.680 2.735 0.087 0.09
H 1.620 3.226 -2.737 0.37
H 1.188 1.525 -2.573 0.25
H 2.729 2.155 -1.920 0.11
H -6.907 0.938 -0.818 0.45
C 6.036 3.430 1.121 -0.86
N 4.807 2.737 0.649 0.86
O 4.738 2.450 -0.526 -0.49
O 3.954 2.505 1.482 -0.49
H 6.701 3.568 0.276 0.32
H 5.732 4.386 1.538 0.31
H 6.495 2.801 1.878 0.32
C 5.840 -4.677 -4.440 -0.78
N 6.169 -3.912 -3.206 0.88
O 5.368 -3.942 -2.293 -0.52
O 7.221 -3.310 -3.200 -0.52
H 4.879 -5.160 -4.301 0.32
H 5.804 -3.969 -5.263 0.30
H 6.626 -5.411 -4.589 0.28
C -3.709 4.259 3.143 -0.31
N -3.419 5.479 3.944 0.98
O -3.691 5.458 5.125 -0.56
O -2.928 6.419 3.350 -0.57
H -4.143 3.509 3.794 0.22
H -4.404 4.541 2.362 0.07
H -2.770 3.912 2.723 0.18
C -5.388 6.377 -0.390 -0.76
N -5.700 4.931 -0.223 0.87
O -6.804 4.551 -0.544 -0.54
O -4.815 4.228 0.227 -0.47
H -6.261 6.875 -0.797 0.31
H -5.136 6.773 0.591 0.28
H -4.544 6.453 -1.070 0.29
C -3.910 -0.299 4.937 -0.39
N -3.371 -0.423 6.319 0.93
O -3.332 0.580 7.000 -0.54
O -3.007 -1.527 6.667 -0.55
H -4.196 0.733 4.770 0.10
H -3.138 -0.603 4.235 0.17
H -4.773 -0.956 4.878 0.28
```

Calculated values
DFT total energy, Eh: -3855.67653
Net charge: 0
SMILES string: CCC[C@H](C)c1cc(NCC)c2c(c1CCOCC)C(=O)c1c(Cl)cc(Cl)c(Cl)c1C2=O.C[N+](=O)[O-].C[N+](=O)[O-].C[N+](=O)[O-].C[N+](=O)[O-].C[N+](=O)[O-]
Maximum force, hartree/bohr: 0.0310

---

DFT (wB97M-V/def2-TZVPD) results for a structure of composition C28H28As2N2O11Pd.

```
72
Properties=species:S:1:pos:R:3:mulliken_charge:R:1
Pd -1.101 -0.943 -0.382 0.13
O 2.419 -3.168 3.153 -0.73
C 3.322 -3.289 2.173 0.41
C 4.659 -3.493 2.532 -0.70
C 5.637 -3.643 1.565 -0.25
C 5.304 -3.595 0.217 -0.89
C 3.980 -3.387 -0.140 -0.41
C 2.975 -3.226 0.806 0.58
C 1.565 -2.981 0.298 0.39
O 1.370 -2.871 -0.920 -0.79
N 0.673 -2.908 1.292 -0.72
N -0.617 -2.580 0.909 0.04
C -1.537 -3.113 1.620 -0.20
C -2.973 -2.942 1.470 0.40
C -3.782 -3.421 2.503 -0.68
C -5.163 -3.376 2.451 -0.62
C -5.758 -2.846 1.301 -0.38
C -4.993 -2.381 0.257 -0.49
C -3.570 -2.394 0.293 0.51
O -2.907 -1.966 -0.721 -0.98
H 1.523 -3.071 2.664 0.57
H 4.900 -3.529 3.587 0.39
H 6.667 -3.798 1.868 0.34
H 6.066 -3.710 -0.544 0.37
H 3.674 -3.334 -1.178 0.47
H -1.211 -3.784 2.419 0.31
H -3.292 -3.844 3.376 0.30
H -5.763 -3.742 3.274 0.37
H -6.841 -2.799 1.229 0.34
H -5.451 -1.965 -0.633 0.38
C 2.906 -0.661 -1.950 -0.82
O 3.370 0.689 -2.121 -0.33
C 2.705 1.827 -1.884 0.03
O 3.251 2.837 -2.283 -0.66
C 1.316 1.889 -1.286 0.74
C 0.684 3.073 -1.483 0.34
As -1.272 3.476 -1.676 0.06
C -1.354 4.860 -0.262 -1.19
C -1.974 1.858 -0.874 1.00
C -1.420 0.717 -1.362 0.71
As 0.821 0.508 0.068 0.48
C 0.107 1.733 1.446 -0.95
C -1.051 0.691 -2.818 -0.45
O -1.693 1.221 -3.697 -0.62
O 0.015 -0.082 -3.097 -0.16
C 0.380 -0.135 -4.469 -0.97
C -2.760 1.813 0.362 0.24
O -2.955 0.873 1.093 -0.57
O -3.364 3.019 0.616 -0.22
C -4.146 3.036 1.799 -0.82
C 1.354 4.326 -1.963 -0.04
O 1.127 4.846 -3.026 -0.65
O 2.034 5.063 -1.040 -0.39
C 2.307 4.520 0.245 -0.33
H 3.475 -1.242 -2.675 0.22
H 1.845 -0.778 -2.149 0.17
H 3.126 -1.013 -0.948 0.62
H -0.611 5.612 -0.535 0.38
H -1.158 4.492 0.742 0.29
H -2.343 5.313 -0.287 0.40
H -0.428 2.586 1.035 -0.13
H 0.942 2.087 2.052 0.44
H -0.576 1.159 2.070 0.31
H 1.247 -0.790 -4.515 0.25
H 0.633 0.860 -4.837 0.33
H -0.435 -0.538 -5.070 0.34
H -4.483 4.064 1.922 0.23
H -3.557 2.724 2.663 0.32
H -5.001 2.364 1.713 0.29
H 2.697 5.347 0.836 0.36
H 3.057 3.731 0.185 0.18
H 1.409 4.125 0.720 0.06
```

Calculated values
Net charge: -2
Energy above the lowest of the compared OMol25 structures with the same formula, charge and spin, kJ/mol: 0.0
Maximum force, hartree/bohr: 0.0123